No. 1
# C29H24Br4N3O4Ti

A structure of composition C29H24Br4N3O4Ti in a non-equilibrium geometry (the ωB97M-V functional and the def2-TZVPD basis, the Open Molecules 2025 dataset).

## Properties
Multiplicity ... 3
Kohn-Sham gap (alpha / beta) ... 0.18778 / 0.25828 Ha
E ... -346412.479 eV
Energy relative to the best compared isomer or geometry (same formula, charge and spin) ... 43.1 kcal/mol
Charge ... -1
HOMO (alpha / beta) ... -2.66 / -4.76 eV

CARTESIAN COORDINATES (ANGSTROEM)
1 Ti -0.209 -0.830 0.565
2 C -3.318 1.269 1.633
3 C -2.920 1.857 0.281
4 C -3.710 3.149 0.028
5 C -1.434 2.128 0.142
6 C -0.543 2.086 1.215
7 C 0.761 2.559 1.077
8 C 1.234 3.031 -0.136
9 C 2.632 3.564 -0.275
10 C 0.363 3.009 -1.225
11 C -0.938 2.570 -1.087
12 H -4.368 0.974 1.608
13 H -3.185 2.000 2.435
14 H -2.725 0.384 1.859
15 H -3.207 1.137 -0.487
16 H -3.398 3.938 0.717
17 H -4.777 2.963 0.171
18 H -3.561 3.509 -0.990
19 H -0.884 1.812 2.206
20 H 1.413 2.581 1.942
21 H 3.265 3.212 0.539
22 H 2.635 4.658 -0.266
23 H 3.079 3.237 -1.213
24 H 0.717 3.352 -2.192
25 H -1.600 2.598 -1.945
26 O 1.446 -0.258 -3.390
27 C 2.709 0.090 -3.027
28 C 3.670 0.354 -3.996
29 C 4.963 0.707 -3.642
30 C 5.314 0.749 -2.301
31 C 4.366 0.485 -1.331
32 C 3.038 0.182 -1.657
33 C 2.065 -0.038 -0.588
34 O 0.795 -0.213 -0.829
35 N 2.503 -0.065 0.673
36 N 1.467 -0.412 1.465
37 C 1.568 -0.603 2.779
38 C 0.434 -1.243 3.335
39 C 0.393 -1.854 4.600
40 C -0.686 -2.634 4.943
41 C -1.743 -2.767 4.033
42 C -1.667 -2.111 2.824
43 N -0.630 -1.344 2.454
44 H 1.424 -0.408 -4.340
45 H 3.396 0.275 -5.044
46 H 5.688 0.951 -4.407
47 H 6.332 0.983 -2.015
48 H 4.615 0.523 -0.280
49 H 2.482 -0.415 3.330
50 H 1.246 -1.749 5.257
51 H -0.713 -3.155 5.891
52 H -2.607 -3.371 4.270
53 H -2.476 -2.192 2.106
54 Br -1.996 -6.209 -3.142
55 C -2.025 -4.589 -2.166
56 C -3.168 -3.801 -2.145
57 Br -4.743 -4.373 -3.022
58 C -3.154 -2.586 -1.450
59 Br -4.666 -1.445 -1.410
60 C -2.033 -2.154 -0.757
61 O -1.959 -1.002 -0.115
62 C -0.885 -3.017 -0.696
63 O 0.098 -2.649 0.088
64 C -0.893 -4.189 -1.445
65 Br 0.704 -5.203 -1.457

No. 2
# C2H7N3S2

A structure of composition C2H7N3S2 in a non-equilibrium geometry (the ωB97M-V functional and the def2-TZVPD basis, the Open Molecules 2025 dataset).

## Properties
Kohn-Sham gap ... 0.30261 Ha
E ... -28323.692 eV
Energy relative to the best compared isomer or geometry (same formula, charge and spin) ... 91.3 kcal/mol
Charge ... 0
HOMO ... -7.93 eV

CARTESIAN COORDINATES (ANGSTROEM)
1 C 1.218 2.251 -0.789
2 C 0.240 0.034 -0.171
3 H 1.782 2.864 -1.763
4 H 0.648 3.123 -0.228
5 H 2.035 1.616 -0.164
6 H -0.242 -1.623 -1.284
7 H -2.554 -0.718 0.912
8 H 1.520 0.240 2.624
9 H -0.190 -0.433 2.403
10 N -0.369 -1.115 -0.353
11 N 0.968 0.490 0.836
12 N 1.008 -0.333 1.972
13 S 0.133 1.107 -1.555
14 S -1.570 -1.862 0.685

No. 3
# C48H48FN13O2

A cluster of 10 separate species, C48H48FN13O2 in total in a non-equilibrium geometry (the ωB97M-V functional and the def2-TZVPD basis, the Open Molecules 2025 dataset).

## Properties
Kohn-Sham gap ... 0.33366 Ha
E ... -76733.065 eV
Charge ... 0
HOMO ... -8.75 eV

CARTESIAN COORDINATES (ANGSTROEM)
1 O 10.062 1.975 0.502
2 C 9.510 2.492 -0.460
3 O 10.004 2.796 -1.572
4 N 8.031 2.852 -0.361
5 C 7.602 4.012 0.111
6 N 6.213 3.971 0.026
7 C 5.919 2.797 -0.523
8 N 4.713 2.289 -0.831
9 F 4.688 1.068 -1.408
10 N 7.052 2.052 -0.778
11 H 8.215 4.836 0.483
12 H 3.882 2.835 -0.626
13 H 7.148 1.131 -1.185
14 N 1.074 2.299 -1.132
15 C 0.186 3.267 -1.391
16 C -0.187 3.649 -2.669
17 C 0.393 2.997 -3.745
18 C 1.317 1.993 -3.503
19 C 1.618 1.684 -2.186
20 H -0.238 3.751 -0.519
21 H -0.911 4.437 -2.817
22 H 0.129 3.268 -4.759
23 H 1.792 1.462 -4.317
24 H 2.331 0.903 -1.947
25 N 0.557 6.857 -2.756
26 C -0.140 7.723 -3.497
27 C -0.281 9.066 -3.185
28 C 0.332 9.540 -2.037
29 C 1.058 8.659 -1.252
30 C 1.140 7.336 -1.655
31 H -0.605 7.306 -4.384
32 H -0.856 9.722 -3.825
33 H 0.245 10.583 -1.757
34 H 1.551 8.991 -0.348
35 H 1.701 6.611 -1.074
36 N -1.603 -0.314 1.127
37 C -1.444 0.801 0.407
38 C -2.288 1.896 0.488
39 C -3.362 1.834 1.364
40 C -3.548 0.688 2.120
41 C -2.643 -0.350 1.965
42 H -0.595 0.800 -0.264
43 H -2.111 2.773 -0.117
44 H -4.046 2.670 1.455
45 H -4.375 0.600 2.815
46 H -2.744 -1.267 2.537
47 N -4.086 -1.787 -2.354
48 C -2.975 -1.097 -2.084
49 C -2.367 -0.233 -2.983
50 C -2.941 -0.077 -4.233
51 C -4.093 -0.785 -4.536
52 C -4.623 -1.620 -3.566
53 H -2.560 -1.253 -1.094
54 H -1.467 0.303 -2.709
55 H -2.495 0.588 -4.964
56 H -4.571 -0.691 -5.502
57 H -5.526 -2.192 -3.757
58 N -3.792 -7.591 -3.176
59 C -4.485 -6.748 -3.947
60 C -4.637 -5.398 -3.671
61 C -4.040 -4.890 -2.527
62 C -3.318 -5.747 -1.712
63 C -3.224 -7.080 -2.079
64 H -4.936 -7.190 -4.830
65 H -5.209 -4.761 -4.335
66 H -4.132 -3.837 -2.267
67 H -2.839 -5.391 -0.811
68 H -2.669 -7.785 -1.473
69 N -2.071 -7.045 1.106
70 C -1.119 -7.976 0.997
71 C -0.139 -8.192 1.954
72 C -0.142 -7.395 3.088
73 C -1.118 -6.421 3.223
74 C -2.054 -6.291 2.209
75 H -1.153 -8.573 0.092
76 H 0.607 -8.963 1.813
77 H 0.609 -7.531 3.858
78 H -1.152 -5.775 4.096
79 H -2.840 -5.545 2.271
80 N -5.241 0.397 4.912
81 C -6.027 1.312 5.489
82 C -6.144 1.474 6.860
83 C -5.408 0.638 7.684
84 C -4.588 -0.319 7.109
85 C -4.540 -0.395 5.727
86 H -6.586 1.940 4.804
87 H -6.795 2.234 7.271
88 H -5.472 0.732 8.761
89 H -3.998 -0.990 7.719
90 H -3.909 -1.127 5.231
91 N 6.557 2.430 -3.715
92 C 5.603 1.767 -4.381
93 C 5.657 1.497 -5.738
94 C 6.760 1.939 -6.451
95 C 7.759 2.627 -5.784
96 C 7.612 2.845 -4.423
97 H 4.759 1.443 -3.783
98 H 4.857 0.954 -6.223
99 H 6.840 1.748 -7.515
100 H 8.635 2.988 -6.307
101 H 8.371 3.376 -3.857
102 N -0.393 -4.672 5.810
103 C 0.282 -5.215 6.827
104 C 0.672 -4.513 7.955
105 C 0.348 -3.168 8.036
106 C -0.351 -2.583 6.992
107 C -0.697 -3.375 5.910
108 H 0.516 -6.269 6.718
109 H 1.216 -5.006 8.750
110 H 0.636 -2.584 8.901
111 H -0.622 -1.536 7.017
112 H -1.247 -2.962 5.070

No. 4
# C45H42N6O15

A cluster of 6 separate species, C45H42N6O15 in total in a non-equilibrium geometry (the ωB97M-V functional and the def2-TZVPD basis, the Open Molecules 2025 dataset).

## Properties
Kohn-Sham gap ... 0.29441 Ha
E ... -86984.611 eV
SMILES ... CCC[C@@H](C)c1cc(O)cc2c1C(=O)N(CC(=O)O)C2=O.O=[N+]([O-])c1ccccc1.O=[N+]([O-])c1ccccc1.O=[N+]([O-])c1ccccc1.O=[N+]([O-])c1ccccc1.O=[N+]([O-])c1ccccc1
Charge ... 0
HOMO ... -8.90 eV

CARTESIAN COORDINATES (ANGSTROEM)
1 C -0.030 0.970 0.831
2 C -0.393 2.037 -0.267
3 C -0.836 1.441 -1.650
4 C 0.220 0.492 -2.351
5 C 1.708 0.979 -2.249
6 C -0.015 -0.957 -1.815
7 C 0.970 -1.680 -1.006
8 C 0.678 -3.031 -0.500
9 O 1.662 -3.601 0.282
10 C -0.589 -3.729 -0.771
11 C -1.551 -3.005 -1.565
12 C -1.263 -1.655 -2.079
13 C -2.520 -1.253 -2.886
14 O -2.545 -0.383 -3.708
15 N -3.603 -2.155 -2.486
16 C -4.390 -1.360 -1.503
17 C -5.606 -2.113 -0.877
18 O -5.933 -1.807 0.237
19 O -6.326 -3.093 -1.502
20 C -2.989 -3.366 -2.028
21 O -3.408 -4.488 -1.969
22 H -0.139 1.333 1.883
23 H 1.046 0.652 0.658
24 H -0.630 0.018 0.748
25 H -1.291 2.612 0.136
26 H 0.419 2.801 -0.387
27 H -1.022 2.306 -2.344
28 H -1.832 0.923 -1.555
29 H -0.026 0.450 -3.450
30 H 1.826 1.837 -2.972
31 H 2.007 1.375 -1.251
32 H 2.425 0.189 -2.606
33 H 1.919 -1.149 -0.770
34 H 1.526 -4.564 0.282
35 H -0.820 -4.749 -0.398
36 H -4.741 -0.410 -1.991
37 H -3.709 -1.090 -0.649
38 H -6.041 -3.222 -2.426
39 C -6.139 5.508 -3.403
40 C -6.612 4.572 -2.492
41 C -5.730 3.933 -1.631
42 C -4.379 4.245 -1.691
43 C -3.896 5.174 -2.603
44 C -4.784 5.806 -3.462
45 N -3.448 3.591 -0.766
46 O -3.902 2.767 0.009
47 O -2.273 3.909 -0.821
48 H -6.832 6.010 -4.070
49 H -7.670 4.342 -2.450
50 H -6.108 3.205 -0.925
51 H -2.842 5.415 -2.654
52 H -4.420 6.535 -4.176
53 C -9.301 7.491 1.749
54 C -7.944 7.685 1.979
55 C -7.120 8.112 0.948
56 C -7.666 8.346 -0.307
57 C -9.019 8.148 -0.547
58 C -9.837 7.718 0.488
59 N -6.802 8.821 -1.392
60 O -5.618 8.966 -1.152
61 O -7.321 9.048 -2.473
62 H -9.944 7.162 2.558
63 H -7.530 7.505 2.963
64 H -6.064 8.260 1.136
65 H -9.446 8.325 -1.526
66 H -10.895 7.563 0.312
67 C 7.436 -2.243 2.161
68 C 7.514 -1.238 1.204
69 C 6.388 -0.491 0.887
70 C 5.191 -0.758 1.538
71 C 5.101 -1.764 2.490
72 C 6.231 -2.509 2.800
73 N 4.005 0.042 1.223
74 O 4.112 0.906 0.367
75 O 2.979 -0.197 1.833
76 H 8.318 -2.822 2.410
77 H 8.454 -1.035 0.707
78 H 6.459 0.289 0.140
79 H 4.168 -1.977 2.995
80 H 6.175 -3.290 3.539
81 C 4.944 -4.174 -3.613
82 C 5.765 -4.710 -2.629
83 C 6.850 -3.984 -2.159
84 C 7.100 -2.722 -2.679
85 C 6.289 -2.181 -3.668
86 C 5.207 -2.914 -4.135
87 N 8.230 -1.942 -2.167
88 O 8.931 -2.453 -1.311
89 O 8.400 -0.824 -2.619
90 H 4.093 -4.741 -3.975
91 H 5.557 -5.694 -2.226
92 H 7.484 -4.410 -1.392
93 H 6.485 -1.199 -4.078
94 H 4.566 -2.501 -4.904
95 C 2.937 -6.585 7.884
96 C 4.297 -6.418 8.112
97 C 5.129 -6.004 7.081
98 C 4.585 -5.758 5.828
99 C 3.228 -5.930 5.588
100 C 2.403 -6.346 6.624
101 N 5.455 -5.298 4.742
102 O 6.644 -5.174 4.980
103 O 4.941 -5.059 3.662
104 H 2.289 -6.903 8.693
105 H 4.710 -6.606 9.096
106 H 6.187 -5.877 7.268
107 H 2.803 -5.743 4.611
108 H 1.343 -6.481 6.450

No. 5
# C31H28N6O2P2PdS5SbSe2

A structure of composition C31H28N6O2P2PdS5SbSe2 in a non-equilibrium geometry (the ωB97M-V functional and the def2-TZVPD basis, the Open Molecules 2025 dataset).

## Properties
Kohn-Sham gap (alpha / beta) ... 0.16314 / 0.16321 Ha
E ... -259103.010 eV
Energy relative to the best compared isomer or geometry (same formula, charge and spin) ... 73.5 kcal/mol
Charge ... -1
HOMO (alpha / beta) ... -4.52 / -4.53 eV

CARTESIAN COORDINATES (ANGSTROEM)
1 Pd -0.197 0.038 -0.111
2 Se -4.026 0.050 5.530
3 P -2.077 -0.743 5.388
4 C -1.982 -2.543 5.637
5 C -1.180 -3.382 4.876
6 C -1.160 -4.736 5.161
7 C -1.920 -5.248 6.200
8 C -2.720 -4.407 6.958
9 C -2.756 -3.056 6.672
10 C -1.041 -0.013 6.684
11 C -0.478 -0.757 7.710
12 C 0.189 -0.103 8.732
13 C 0.296 1.276 8.727
14 C -0.265 2.015 7.698
15 C -0.942 1.374 6.681
16 C -1.255 -0.320 3.869
17 C -1.533 -0.483 2.505
18 N -0.544 0.188 1.880
19 N 0.268 0.701 2.760
20 N -0.140 0.422 3.962
21 P -2.884 -1.153 1.512
22 Se -2.606 -1.131 -0.611
23 C -4.242 -0.017 1.936
24 C -3.928 1.338 1.911
25 C -4.902 2.277 2.186
26 C -6.189 1.866 2.492
27 C -6.510 0.519 2.473
28 C -5.545 -0.428 2.179
29 C -3.274 -2.829 2.107
30 C -2.903 -3.916 1.323
31 C -3.207 -5.198 1.741
32 C -3.877 -5.398 2.937
33 C -4.249 -4.313 3.716
34 C -3.945 -3.027 3.307
35 H -0.575 -2.989 4.070
36 H -0.548 -5.394 4.564
37 H -1.892 -6.306 6.414
38 H -3.316 -4.804 7.766
39 H -3.383 -2.380 7.240
40 H -0.548 -1.836 7.709
41 H 0.624 -0.668 9.543
42 H 0.808 1.781 9.534
43 H -0.182 3.091 7.702
44 H -1.394 1.933 5.874
45 H -2.916 1.652 1.680
46 H -4.657 3.329 2.166
47 H -6.943 2.599 2.738
48 H -7.518 0.201 2.693
49 H -5.788 -1.481 2.162
50 H -2.382 -3.754 0.388
51 H -2.919 -6.037 1.125
52 H -4.107 -6.402 3.262
53 H -4.773 -4.464 4.648
54 H -4.229 -2.177 3.912
55 S 0.669 -4.332 -2.061
56 Sb 1.816 -2.348 -1.513
57 S 0.163 -0.182 -2.313
58 S 0.577 -2.031 0.536
59 S 3.808 -3.277 -0.517
60 C 6.235 0.705 -1.270
61 C 5.458 -0.077 -0.210
62 C 4.168 0.592 0.061
63 N 3.014 0.221 -0.339
64 N 2.014 1.047 -0.023
65 C 2.383 2.111 0.631
66 N 1.593 3.144 0.920
67 S 4.114 2.130 0.938
68 H 7.193 0.226 -1.447
69 H 6.410 1.727 -0.938
70 H 5.679 0.732 -2.203
71 H 6.035 -0.114 0.715
72 H 5.265 -1.099 -0.544
73 H 0.602 2.997 0.699
74 H 1.843 3.742 1.688
75 O -2.271 1.673 -1.545
76 C -1.719 2.465 -0.813
77 O -0.799 2.223 0.018
78 H -2.027 3.546 -0.828